{"formula": "C35H30O15", "method": "ωB97M-V/def2-TZVPD", "spin_multiplicity": 1, "homo_ev": -9.9783, "homo_lumo_gap_ev": 8.18, "smiles": "O=C1C=CC(=O)C=C1.O=C1C=CC(=O)C=C1.O=C1C=CC(=O)C=C1.O=C1C=CC(=O)C=C1.O=C1C=CC(=O)C=C1.CCOCCOC(=O)OO", "e_tot_ha": -2479.998446, "charge": 0, "species": ["O", "C", "C", "C", "C", "O", "C", "C", "H", "H", "H", "H", "O", "C", "C", "C", "C", "O", "C", "C", "H", "H", "H", "H", "O", "C", "C", "C", "C", "O", "C", "C", "H", "H", "H", "H", "O", "C", "C", "C", "C", "O", "C", "C", "H", "H", "H", "H", "O", "C", "C", "C", "C", "O", "C", "C", "H", "H", "H", "H", "C", "C", "O", "C", "C", "O", "C", "O", "O", "O", "H", "H", "H", "H", "H", "H", "H", "H", "H", "H"], "xyz": [[-8.311542, 2.551495, 1.854439], [-7.153804, 2.594075, 2.212447], [-6.140831, 1.662877, 1.656332], [-4.871246, 1.709182, 2.049740], [-4.414141, 2.695177, 3.061073], [-3.254146, 2.740682, 3.413657], [-5.425626, 3.628218, 3.621807], [-6.695365, 3.578757, 3.223601], [-6.492207, 0.952325, 0.919048], [-4.118473, 1.039016, 1.653720], [-5.069480, 4.344072, 4.359868], [-7.451836, 4.247457, 3.615700], [-3.801257, 5.806151, 5.067971], [-3.206836, 6.549584, 4.315968], [-3.899362, 7.214919, 3.185122], [-3.245266, 8.025901, 2.358670], [-1.795909, 8.299337, 2.534141], [-1.201563, 9.039259, 1.782043], [-1.105295, 7.631317, 3.665643], [-1.760041, 6.820212, 4.491648], [-4.955390, 7.002289, 3.075043], [-3.729087, 8.521902, 1.527028], [-0.049399, 7.842634, 3.774517], [-1.277417, 6.321507, 5.322103], [3.538921, 1.722409, 0.618541], [4.354648, 1.638709, 1.514256], [5.787472, 1.937337, 1.276783], [6.682251, 1.842260, 2.256297], [6.283269, 1.434155, 3.627478], [7.097366, 1.349297, 4.519354], [4.847737, 1.134743, 3.862352], [3.953824, 1.230440, 2.882057], [6.055954, 2.233482, 0.270581], [7.732906, 2.055205, 2.106574], [4.578026, 0.838290, 4.867777], [2.902656, 1.017777, 3.030909], [1.023822, -8.832895, -2.226602], [0.645728, -7.863650, -1.604003], [1.079758, -7.632365, -0.202227], [0.666394, -6.568426, 0.480529], [-0.244568, -5.568970, -0.131451], [-0.619558, -4.596428, 0.489701], [-0.675970, -5.799516, -1.530920], [-0.262405, -6.863210, -2.211689], [1.744475, -8.373670, 0.222543], [0.969180, -6.379479, 1.502578], [-1.336047, -5.058179, -1.957428], [-0.564487, -7.048726, -3.234243], [4.754653, -4.095228, -6.506871], [3.779196, -4.041365, -5.790611], [2.805818, -5.162889, -5.733609], [1.734039, -5.105961, -4.948447], [1.470336, -3.919412, -4.097464], [0.502903, -3.862221, -3.365794], [2.432963, -2.796730, -4.156853], [3.507171, -2.856435, -4.940708], [3.021774, -6.018180, -6.360967], [1.015653, -5.913216, -4.890728], [2.208785, -1.944889, -3.527041], [4.228542, -2.050570, -5.000355], [3.696393, -0.176023, -2.006607], [2.319391, -0.071591, -1.366394], [1.542460, -1.257745, -1.560670], [0.305239, -1.076679, -0.904035], [-0.890317, -1.664573, -1.651376], [-1.952607, -0.692464, -1.536328], [-2.937459, -0.830025, -2.422975], [-2.841843, -1.133779, -3.592754], [-4.185799, -0.564316, -1.866275], [-4.209405, 0.819358, -1.490849], [3.922756, 0.780185, -2.468225], [3.753103, -0.917353, -2.791360], [4.481963, -0.346294, -1.281108], [2.449366, 0.148782, -0.308744], [1.797138, 0.769304, -1.819769], [0.330751, -1.489788, 0.102663], [0.077228, -0.019337, -0.785517], [-0.666693, -1.933042, -2.671844], [-1.197948, -2.559448, -1.118666], [-4.071380, 1.314988, -2.310798]], "forces_ev_per_a": [[-0.009, 0.011, -0.003], [-0.026, -0.006, -0.009], [0.031, -0.030, -0.015], [0.004, -0.037, -0.016], [-0.003, -0.001, -0.009], [0.024, 0.022, -0.017], [-0.068, 0.060, 0.105], [0.068, 0.015, 0.014], [-0.022, 0.020, -0.013], [0.021, 0.026, -0.005], [-0.086, -0.224, -0.168], [-0.026, -0.023, -0.010], [0.078, 0.198, 0.123], [0.016, -0.043, 0.004], [0.004, 0.017, -0.041], [-0.050, -0.027, 0.014], [0.011, 0.006, -0.007], [0.013, 0.018, -0.019], [-0.014, -0.034, 0.045], [0.059, 0.030, -0.008], [0.000, -0.019, 0.024], [0.032, 0.017, -0.010], [0.002, 0.022, -0.031], [-0.033, -0.026, 0.006], [0.145, 0.190, 0.177], [-0.027, 0.021, -0.047], [0.059, -0.001, 0.014], [-0.014, 0.009, -0.058], [0.002, 0.000, 0.010], [0.023, -0.003, 0.024], [-0.047, -0.002, -0.028], [-0.004, -0.013, 0.058], [-0.036, -0.002, -0.010], [0.009, -0.006, 0.036], [0.035, 0.002, 0.013], [-0.007, 0.010, -0.033], [0.023, -0.007, -0.005], [0.011, -0.009, -0.030], [-0.007, 0.034, 0.048], [0.030, -0.039, 0.006], [0.008, 0.033, -0.014], [0.010, 0.037, 0.006], [-0.076, -0.099, 0.039], [-0.045, -0.009, 0.047], [-0.001, -0.022, -0.031], [-0.017, 0.030, 0.001], [0.017, 0.033, -0.010], [-0.007, -0.033, -0.001], [0.019, -0.012, -0.015], [0.026, 0.021, -0.004], [-0.041, -0.022, 0.026], [-0.009, -0.013, 0.007], [0.029, 0.081, 0.070], [-0.053, -0.124, -0.168], [0.134, 0.073, -0.169], [-0.060, -0.004, 0.031], [0.032, 0.014, -0.012], [-0.020, 0.004, 0.008], [-0.119, -0.179, -0.031], [0.019, -0.014, -0.030], [-0.053, 0.389, -0.013], [0.516, -0.229, -0.230], [-0.020, 0.482, 0.115], [-0.527, 0.007, -0.021], [0.803, -0.219, 0.515], [-0.733, -0.374, -0.271], [0.216, -0.119, -1.253], [-0.107, 0.084, 1.762], [0.163, 0.398, -0.674], [0.230, 0.033, 0.769], [0.111, 0.160, -0.087], [-0.009, -0.234, -0.023], [0.106, -0.324, 0.143], [-0.308, -0.135, 0.014], [-0.275, 0.115, 0.008], [0.226, -0.167, 0.164], [0.119, 0.263, -0.060], [0.027, 0.293, -0.302], [-0.355, -0.157, -0.094], [-0.197, -0.237, -0.336]]}